Entry from the Open Molecules 2025 dataset: an isolated molecule of C18H29NSi at a distorted geometry (ωB97M-V with the def2-TZVPD basis set).

Calculated values
HOMO level: -0.283 hartree
spin multiplicity: 1
energy above the lowest of the compared OMol25 structures with the same formula, charge and spin: 0.771 eV
lowest unoccupied orbital energy: 0.836 eV
frontier orbital gap: 8.5 eV
net charge: 0
SMILES: CC(C)CCN1CC[Si]2(CCCc3ccccc32)CC1
max |F|: 3.125 eV/A

CARTESIAN COORDINATES (ANGSTROEM)
C -2.131 0.887 -5.654
C -1.174 -0.008 -4.864
C -1.580 -1.491 -4.975
C -1.084 0.596 -3.461
C 0.007 0.018 -2.577
N 0.308 0.841 -1.395
C -0.873 1.213 -0.635
C -1.204 0.256 0.435
Si 0.320 -0.335 1.488
C -0.090 -2.138 1.976
C 0.446 -2.426 3.353
C -0.170 -1.392 4.423
C 0.540 -0.039 4.332
C 0.950 0.681 5.393
C 1.778 1.807 5.316
C 2.179 2.218 4.113
C 1.760 1.596 2.942
C 0.915 0.469 3.060
C 1.757 -0.339 0.275
C 1.677 0.725 -0.737
H -2.131 0.754 -6.745
H -3.141 0.711 -5.310
H -1.687 1.878 -5.524
H -0.129 0.020 -5.306
H -1.650 -1.744 -6.020
H -2.444 -1.767 -4.343
H -0.804 -2.224 -4.579
H -2.058 0.489 -2.997
H -0.908 1.679 -3.495
H -0.310 -0.986 -2.192
H 0.928 -0.085 -3.199
H -1.686 1.287 -1.387
H -0.722 2.247 -0.302
H -1.930 0.550 1.175
H -1.588 -0.670 0.027
H 0.258 -2.859 1.220
H -1.153 -2.155 1.948
H 1.488 -2.231 3.401
H 0.199 -3.477 3.617
H -1.234 -1.288 4.302
H 0.017 -1.798 5.488
H 0.782 0.217 6.349
H 1.971 2.433 6.176
H 2.874 3.079 4.087
H 2.027 2.042 2.001
H 2.763 -0.244 0.789
H 1.647 -1.287 -0.284
H 1.850 1.664 -0.179
H 2.443 0.625 -1.524